# 1
This record from the Open Molecules 2025 dataset describes a molecular structure, C4H6CuF3N2O12S. The level of theory is the ωB97M-V functional and the def2-TZVPD basis.

The geometry in ORCA input format:
```
! wB97M-V def2-TZVPD RIJCOSX def2/J DEFGRID3
* xyz -3 2
O -0.9225 -2.4772 0.9996
Cu -0.2701 -0.7399 -0.6249
O 0.1572 -2.1168 -1.3285
F 1.8468 3.1854 -1.0278
H 0.7268 2.4321 0.7630
H 2.1555 0.6641 -1.5676
C 0.4704 0.8693 2.1981
H 0.5782 -0.2096 2.3105
O 0.8622 -2.5614 2.2390
O -1.6900 -2.3844 -2.8747
O -2.5687 -1.3306 1.2012
F -0.0223 3.0813 -2.0547
H -0.6117 0.9964 2.1664
N 0.2627 -2.2231 1.2551
O -1.8509 -1.3660 -0.7473
H 0.8075 1.2756 3.1517
C 1.1150 0.9832 -1.5075
O 0.8165 -1.4352 0.4250
N -2.2053 -0.1502 0.9755
F 1.7870 2.6603 -3.0607
O -1.1609 0.0756 0.3378
O -2.8729 0.7363 1.4377
C 1.1661 2.4878 -1.9041
O 0.6864 0.5673 -0.1820
O 0.3606 0.0628 -2.2738
C 1.0751 1.4096 0.9087
O -1.6244 -3.5371 -0.7080
H 2.1596 1.4667 1.0020
S -1.2340 -2.4223 -1.5099
*
```

* expectation value of S²: 0.755
* orbital gap (alpha / beta): 3.26 / 3.84 eV
* energy: -95395.3096 eV
* strongest force on any atom: 18.0 eV/Å

---

# 2
This record from the Open Molecules 2025 dataset describes a molecular structure, C46H32BrF4OPSiTi. The level of theory is the ωB97M-V functional and the def2-TZVPD basis.

The geometry in ORCA input format:
```
! wB97M-V def2-TZVPD RIJCOSX def2/J DEFGRID3
* xyz 2 1
C 3.0296 -4.3486 0.2123
H 1.7840 4.5497 2.4382
C 2.2658 -0.1724 3.3075
H 1.6380 2.1765 1.8681
C 3.0849 -2.1549 -1.5006
H -2.5478 -3.9978 0.7703
C 3.2474 -4.5273 -1.1478
C 4.4768 -0.4940 2.5153
H -4.4058 5.6402 0.0682
C -1.3410 4.5536 1.0604
C 3.2368 2.8885 -1.8331
H -6.9366 -1.8986 0.5521
H 6.3938 1.6638 -1.9564
C -1.7139 -3.3839 -2.4750
C -5.9539 -0.6354 1.9801
C -1.4630 3.1808 0.7346
C -3.6317 -1.0866 0.4872
C 4.7880 0.7685 -0.8713
C -4.8492 -1.6722 0.1154
H -4.6434 3.2200 -0.4536
C 2.8391 -3.0745 0.7236
C -1.6584 -4.6928 -2.9338
F 4.5224 -0.2856 6.1026
F 5.3692 -0.6900 1.5469
H -2.6828 0.1836 1.9637
H 5.0379 3.5567 -2.7832
C 2.6831 1.9160 -1.0161
F 1.8933 -0.0290 5.6298
H 3.1212 -1.3061 -2.1737
H -3.5411 2.1843 -3.7428
H 3.4471 -3.5760 -3.0607
C -3.6050 -0.2834 1.6332
H -1.5226 -2.5720 -3.1688
C 4.9584 -0.4789 3.8144
C -3.5808 4.9665 0.2561
H 3.4056 -5.5227 -1.5412
C 4.0799 -0.3016 4.8655
Br 0.3968 -0.1175 3.1111
H -4.7186 0.5620 3.2613
H 0.6562 1.9341 -2.9985
H -1.4300 -4.8969 -3.9714
C 2.8748 -1.9763 -0.1341
H 1.6168 2.0110 -0.7942
H 2.6678 -2.9452 1.7860
H -1.2704 3.1039 -4.0195
C -0.5826 0.4485 -2.0377
F 6.2463 -0.6332 4.0507
P 2.5580 -0.3304 0.5059
C 5.3494 1.7389 -1.6848
H -2.8131 1.6745 -0.0280
C -4.7546 -0.0582 2.3752
C 0.8931 4.1785 1.9502
C -2.4214 5.4350 0.7999
C 4.5838 2.8017 -2.1552
H -2.3144 6.4831 1.0507
C 3.4433 0.8631 -0.5078
C -0.3455 2.3285 1.0003
C 2.7230 -0.1572 4.6068
Si -2.1543 -1.4164 -0.5357
C -1.4269 2.2204 -3.4156
C -1.9054 -5.7387 -2.0556
C -2.9301 0.5641 -2.4807
C 3.1333 -0.3168 2.2200
C -2.7052 1.6961 -3.2575
C -2.2819 -4.1831 -0.2649
H 3.0120 -5.2021 0.8762
H 2.6296 3.7029 -2.2055
H -6.8515 -0.4639 2.5599
C -3.7108 3.5917 -0.0472
H -1.8662 -6.7594 -2.4138
H -2.4143 -6.3112 -0.0492
C -0.1491 5.0187 1.6668
H 5.3944 -0.0608 -0.5358
H 0.2939 -0.1823 -1.8041
C -2.2142 -5.4886 -0.7230
C 3.2722 -3.4340 -2.0028
Ti 0.1420 0.5342 0.2626
C -6.0029 -1.4412 0.8508
H -0.0782 6.0683 1.9277
H -3.9452 0.2048 -2.3519
C 0.7935 2.8161 1.6150
C -0.3527 1.5818 -2.8273
C -2.0253 -3.1153 -1.1377
O -0.7787 -0.9075 0.3847
C -1.8819 -0.0897 -1.8434
C -2.6805 2.7265 0.1826
H -4.8998 -2.3273 -0.7488
*
```

* orbital gap: 6.40 eV
* energy: -171450.4978 eV
* strongest force on any atom: 0.8 eV/Å

---

# 3
This record from the Open Molecules 2025 dataset describes a single C3H5N3O3 molecule. The level of theory is the ωB97M-V functional and the def2-TZVPD basis.

The geometry in ORCA input format:
```
! wB97M-V def2-TZVPD RIJCOSX def2/J DEFGRID3
* xyz 0 1
N 0.8630 -1.3874 0.2853
H -2.8870 -0.1159 -0.9363
C 2.1181 -1.1846 -0.0706
H -2.2812 -1.7453 0.2602
H -0.6962 1.7006 0.1733
N 0.2904 -0.1893 0.5142
H -2.3634 -0.1012 0.8752
O -0.7552 -0.1705 -0.4440
C 1.3204 0.8403 -0.0105
H 3.0586 -1.8754 -0.4131
O -0.0321 2.5709 0.2084
O 2.3794 0.1337 -0.1524
N 1.1683 2.0712 -0.1857
C -2.1831 -0.5471 -0.1041
*
```

* SMILES string: COn1nco/c1=N/O
* orbital gap: 9.62 eV
* energy: -13797.4739 eV
* strongest force on any atom: 5.2 eV/Å

---

# 4
This record from the Open Molecules 2025 dataset describes 13 unconnected molecules or ions with the total composition H26O13. The level of theory is the ωB97M-V functional and the def2-TZVPD basis.

The geometry in ORCA input format:
```
! wB97M-V def2-TZVPD RIJCOSX def2/J DEFGRID3
* xyz 0 1
O 1.4729 -1.8652 0.0221
H 0.2821 3.3615 1.7230
H -4.1979 1.8148 0.6922
H 4.5986 -2.4610 -1.5731
H 3.9454 1.8663 0.5735
H -3.6355 2.5501 -0.5133
H -1.2934 -4.2076 -0.7393
H -3.2071 -1.3165 -1.0635
H 0.9170 -1.1470 3.6707
H 2.8722 2.1153 -0.4736
H -1.5318 1.2322 -2.4985
O 1.1337 3.5918 -1.1698
O -0.6729 -3.9017 -1.4104
H -1.0967 -3.1202 -1.7827
H 5.2923 -1.8224 -0.3811
O 3.4667 1.4329 -0.1421
O -0.5481 -0.4113 0.2941
O 4.4809 -2.2766 -0.6344
H 1.9921 3.7230 -0.7516
H -0.6717 3.0990 0.5691
H -1.7811 -2.2190 2.4676
H 0.4773 -0.1062 4.6874
O -1.0961 0.6968 -3.1711
H -1.3414 -0.6712 -0.1878
H -1.8178 0.3938 -3.7335
H 1.0161 -2.4482 -0.5948
O 0.2863 -0.4296 3.7997
O -3.4101 2.2760 0.3829
H 1.1428 -2.1339 0.8869
H -4.5646 -1.5735 -0.4302
O -4.1293 -1.0394 -1.1041
H 0.8071 0.9559 0.4886
O -2.2691 -1.5687 1.9500
H -2.0830 -0.7315 2.3898
H 0.9573 0.1507 -0.7917
O 0.1747 2.8177 0.9345
H -0.5190 -1.0180 1.0425
H 0.5558 4.2189 -0.7208
O 1.4711 0.6142 -0.1208
*
```

* orbital gap: 7.81 eV
* energy: -27036.0636 eV
* strongest force on any atom: 2.9 eV/Å

---

What is the energy in the fourth record?
-27036.0636 eV

---

The highest strongest force on any atom belongs to which entry?
C4H6CuF3N2O12S